[1]
C85H79IN7OSb2TeTi as an isolated structure at a distorted geometry. Source: the Open Molecules 2025 dataset; level of theory: ωB97M-V/def2-TZVPD.

Each line ends with the Löwdin charge.
Geometry (Å):
1 Ti 0.05 -0.63 0.06  1.005
2 C -2.37 -4.66 -3.16  -0.088
3 C -3.31 -3.64 -3.07  -0.070
4 C -3.06 -2.54 -2.29  -0.028
5 C -1.85 -2.40 -1.59  -0.330
6 C -0.92 -3.45 -1.67  -0.059
7 C -1.19 -4.56 -2.45  -0.074
8 N -1.65 -1.25 -0.84  -0.143
9 N -2.78 -0.95 -0.21  0.047
10 C -3.15 0.26 0.19  -0.390
11 C -4.30 0.29 1.03  -0.024
12 C -4.90 1.48 1.33  -0.086
13 C -4.36 2.64 0.77  -0.053
14 C -3.24 2.53 -0.02  -0.173
15 N -2.60 1.40 -0.30  0.078
16 H -2.57 -5.53 -3.77  0.100
17 H -4.24 -3.71 -3.62  0.107
18 H -3.78 -1.74 -2.22  0.105
19 H 0.00 -3.41 -1.11  0.075
20 H -0.46 -5.36 -2.49  0.108
21 H -4.68 -0.66 1.40  0.111
22 H -5.77 1.52 1.96  0.109
23 H -4.82 3.60 0.94  0.104
24 H -2.83 3.42 -0.51  0.049
25 C 1.31 3.54 -3.27  -0.354
26 C 1.72 2.30 -4.02  -0.368
27 C 1.43 1.01 -3.28  -0.409
28 Sb -0.39 -0.19 -3.71  1.567
29 C 0.26 -0.76 -5.71  -0.360
30 C 0.50 0.17 -6.72  -0.148
31 C 0.85 -0.24 -7.99  -0.084
32 C 0.99 -1.59 -8.28  -0.093
33 C 0.75 -2.53 -7.29  -0.091
34 C 0.38 -2.11 -6.02  -0.154
35 C -2.22 0.72 -4.43  -0.375
36 C -3.19 0.91 -3.45  -0.201
37 C -4.50 1.16 -3.79  -0.097
38 C -4.87 1.22 -5.12  -0.098
39 C -3.91 1.03 -6.10  -0.081
40 C -2.60 0.77 -5.76  -0.110
41 Sb -0.66 3.30 -2.36  1.545
42 C -1.77 3.83 -4.16  -0.371
43 C -1.21 3.94 -5.42  -0.133
44 C -2.01 4.23 -6.52  -0.094
45 C -3.37 4.40 -6.37  -0.102
46 C -3.93 4.30 -5.11  -0.096
47 C -3.13 4.02 -4.01  -0.147
48 C -0.77 5.39 -1.75  -0.352
49 C -0.39 6.41 -2.60  -0.124
50 C -0.49 7.74 -2.21  -0.090
51 C -0.97 8.05 -0.95  -0.100
52 C -1.36 7.04 -0.09  -0.094
53 C -1.27 5.72 -0.50  -0.160
54 H 1.31 4.41 -3.92  0.045
55 H 2.01 3.74 -2.45  0.042
56 H 2.80 2.34 -4.24  0.109
57 H 1.22 2.27 -4.99  0.052
58 H 1.40 1.18 -2.20  -0.026
59 H 2.21 0.27 -3.48  0.048
60 H 0.40 1.22 -6.51  0.083
61 H 1.01 0.49 -8.77  0.104
62 H 1.27 -1.91 -9.27  0.100
63 H 0.84 -3.58 -7.51  0.101
64 H 0.19 -2.85 -5.25  0.084
65 H -2.90 0.85 -2.41  0.042
66 H -5.24 1.28 -3.01  0.107
67 H -5.90 1.40 -5.39  0.103
68 H -4.19 1.07 -7.14  0.106
69 H -1.88 0.58 -6.54  0.083
70 H -0.16 3.78 -5.58  0.079
71 H -1.56 4.32 -7.50  0.100
72 H -3.99 4.60 -7.23  0.100
73 H -5.00 4.42 -4.98  0.106
74 H -3.59 3.91 -3.04  0.093
75 H -0.01 6.18 -3.58  0.088
76 H -0.21 8.53 -2.88  0.100
77 H -1.04 9.08 -0.63  0.098
78 H -1.75 7.27 0.89  0.098
79 H -1.58 4.94 0.17  0.055
80 C 4.70 -4.99 -3.09  -0.086
81 C 3.93 -4.30 -4.02  -0.077
82 C 3.07 -3.31 -3.60  -0.025
83 C 2.98 -2.95 -2.25  -0.215
84 C 3.79 -3.62 -1.34  -0.055
85 C 4.63 -4.64 -1.75  -0.083
86 C 1.95 -1.99 -1.84  -0.149
87 C 1.94 -1.13 -0.81  -0.204
88 C 3.21 -0.80 -0.15  -0.279
89 C 3.33 -0.65 1.23  -0.045
90 C 4.53 -0.28 1.81  -0.058
91 C 5.64 -0.04 1.02  -0.084
92 C 5.55 -0.19 -0.36  -0.083
93 C 4.35 -0.56 -0.93  -0.071
94 H 5.35 -5.79 -3.41  0.101
95 H 3.99 -4.55 -5.07  0.103
96 H 2.46 -2.79 -4.33  0.095
97 H 3.75 -3.36 -0.29  0.098
98 H 5.22 -5.17 -1.02  0.103
99 H 1.07 -2.08 -2.49  0.021
100 H 2.46 -0.79 1.87  0.059
101 H 4.58 -0.15 2.88  0.091
102 H 6.57 0.26 1.48  0.102
103 H 6.41 -0.01 -0.98  0.106
104 H 4.28 -0.66 -2.01  0.120
105 N 0.16 3.24 0.76  0.117
106 C 1.52 3.14 0.64  -0.383
107 C 2.39 3.94 1.39  -0.011
108 C 3.74 3.88 1.12  -0.062
109 C 4.18 3.06 0.09  -0.068
110 C 3.25 2.32 -0.60  -0.159
111 N 1.95 2.31 -0.32  0.112
112 H -0.18 3.60 1.64  0.092
113 H -0.33 2.40 0.46  0.021
114 H 1.99 4.60 2.14  0.107
115 H 4.43 4.48 1.69  0.107
116 H 5.23 3.02 -0.17  0.100
117 H 3.56 1.72 -1.44  0.098
118 C -1.98 -6.60 7.09  -0.052
119 C -1.38 -5.38 6.46  -0.272
120 C -0.08 -5.38 5.98  -0.017
121 C 0.47 -4.25 5.39  -0.306
122 C 1.88 -4.31 4.90  -0.095
123 C -0.29 -3.08 5.27  -0.357
124 Te 0.46 -1.39 4.14  1.666
125 N -0.46 0.56 1.38  -0.007
126 C 0.05 0.97 2.49  -0.712
127 O 1.22 0.70 2.91  -0.195
128 C -0.83 1.79 3.39  -0.186
129 C -0.31 2.81 4.19  -0.043
130 C -1.14 3.55 5.01  -0.079
131 C -2.50 3.28 5.05  -0.083
132 C -3.02 2.25 4.28  -0.073
133 C -2.19 1.52 3.45  -0.043
134 C 2.07 -0.92 5.49  -0.375
135 C 3.36 -1.26 5.08  -0.162
136 C 4.45 -0.90 5.85  -0.092
137 C 4.26 -0.19 7.02  -0.084
138 C 2.98 0.15 7.42  -0.050
139 C 1.87 -0.21 6.67  -0.299
140 C 0.50 0.18 7.11  -0.056
141 C -1.60 -3.07 5.75  -0.321
142 C -2.50 -1.87 5.68  -0.087
143 C -2.12 -4.22 6.34  -0.027
144 H -1.31 -7.46 7.00  0.072
145 H -2.93 -6.85 6.62  0.078
146 H -2.17 -6.43 8.15  0.082
147 H 0.53 -6.26 6.07  0.114
148 H 1.99 -3.72 3.98  0.015
149 H 2.17 -5.34 4.70  0.057
150 H 2.56 -3.89 5.64  0.086
151 H 0.75 2.99 4.17  0.117
152 H -0.73 4.34 5.61  0.104
153 H -3.15 3.87 5.67  0.101
154 H -4.08 2.02 4.32  0.101
155 H -2.60 0.71 2.85  0.088
156 H 3.50 -1.81 4.16  0.084
157 H 5.45 -1.16 5.53  0.102
158 H 5.11 0.11 7.62  0.100
159 H 2.84 0.71 8.33  0.107
160 H 0.53 0.69 8.07  0.078
161 H -0.14 -0.70 7.21  0.070
162 H 0.04 0.85 6.38  0.066
163 H -1.99 -1.01 5.25  0.002
164 H -2.85 -1.60 6.67  0.084
165 H -3.37 -2.10 5.07  0.079
166 H -3.14 -4.19 6.71  0.121
167 I 2.06 -6.00 1.36  0.946
168 C 0.55 -4.54 1.51  -0.665
169 C -0.73 -4.89 1.94  -0.061
170 C -1.62 -3.83 2.11  -0.016
171 C -1.26 -2.55 1.77  -0.161
172 N -0.05 -2.23 1.20  -0.112
173 C 0.87 -3.25 1.17  -0.215
174 H -1.00 -5.91 2.15  0.110
175 H -2.60 -4.02 2.52  0.127
176 H -1.94 -1.71 1.93  0.104
177 H 1.87 -2.99 0.84  0.085

Results
calculated total energy = -153485.872 eV
largest force on an atom = 4.2 eV/A
2S+1 = 2
highest occupied orbital energy (alpha / beta) = -7.242 / -7.381 eV

---

[2]
C85H88AsN8O8PRu as an isolated structure at a distorted geometry. Source: the Open Molecules 2025 dataset; level of theory: ωB97M-V/def2-TZVPD.

Each line ends with the Löwdin charge.
Geometry (Å):
1 Ru -0.30 -0.18 0.05  1.308
2 C -4.06 -0.08 4.56  -0.037
3 C -3.64 0.28 5.99  -0.516
4 C -4.59 -0.40 6.98  -0.043
5 C -3.72 1.80 6.17  -0.027
6 C -2.21 -0.17 6.31  -0.430
7 O -1.93 -0.89 7.24  0.096
8 N -1.25 0.37 5.47  0.132
9 C 0.12 0.51 5.76  -0.163
10 C 0.54 0.62 7.08  0.002
11 C 1.87 0.80 7.40  -0.060
12 C 2.82 0.88 6.39  -0.072
13 C 2.42 0.78 5.07  -0.050
14 C 1.08 0.57 4.73  -0.128
15 C 0.73 0.40 3.29  -0.048
16 C -0.13 1.33 2.70  -0.227
17 C -0.66 2.49 3.37  -0.016
18 C -1.36 3.20 2.45  0.011
19 C -1.24 2.50 1.20  -0.243
20 N -0.52 1.36 1.38  -0.016
21 C -1.78 2.93 -0.02  -0.065
22 C -1.79 2.14 -1.19  -0.228
23 C -2.19 2.60 -2.48  0.015
24 C -2.19 1.51 -3.31  0.009
25 C -1.77 0.40 -2.54  -0.232
26 C -1.66 -0.92 -3.03  -0.037
27 C -0.91 -1.91 -2.38  -0.215
28 N -0.12 -1.72 -1.29  -0.048
29 C 0.59 -2.86 -1.07  -0.260
30 C 1.51 -3.09 -0.04  -0.049
31 C 1.70 -2.23 1.07  -0.250
32 C 2.64 -2.44 2.12  -0.011
33 C 2.40 -1.50 3.07  0.013
34 C 1.34 -0.67 2.58  -0.216
35 N 0.95 -1.12 1.35  -0.051
36 C 2.37 -4.30 -0.18  -0.124
37 C 3.13 -4.39 -1.35  -0.046
38 C 3.94 -5.48 -1.62  -0.073
39 C 3.98 -6.53 -0.72  -0.057
40 C 3.24 -6.48 0.44  0.003
41 C 2.44 -5.37 0.74  -0.155
42 N 1.63 -5.38 1.90  0.154
43 C 1.91 -6.04 3.08  -0.407
44 O 2.94 -6.65 3.26  0.092
45 C 0.82 -5.94 4.16  -0.510
46 C -0.56 -6.27 3.58  -0.033
47 C 1.14 -6.96 5.26  -0.043
48 C 0.86 -4.54 4.77  -0.030
49 C 0.18 -3.85 -2.04  0.015
50 C -0.76 -3.28 -2.83  0.018
51 C -2.20 -1.23 -4.38  -0.124
52 C -1.30 -1.70 -5.33  -0.041
53 C -1.68 -2.01 -6.62  -0.072
54 C -3.01 -1.87 -6.98  -0.060
55 C -3.94 -1.42 -6.05  0.004
56 C -3.56 -1.08 -4.75  -0.147
57 N -4.50 -0.62 -3.82  0.167
58 C -5.87 -0.61 -3.95  -0.404
59 O -6.46 -1.22 -4.81  0.089
60 C -6.63 0.18 -2.87  -0.510
61 C -7.94 0.68 -3.49  -0.040
62 C -6.94 -0.82 -1.74  -0.025
63 C -5.85 1.39 -2.35  -0.054
64 N -1.48 0.81 -1.25  -0.028
65 C -2.51 4.23 -0.07  -0.137
66 C -3.85 4.20 -0.45  -0.038
67 C -4.63 5.34 -0.48  -0.073
68 C -4.06 6.55 -0.13  -0.060
69 C -2.72 6.62 0.22  0.007
70 C -1.93 5.47 0.26  -0.153
71 N -0.56 5.51 0.58  0.162
72 C 0.18 6.56 1.09  -0.403
73 O -0.24 7.70 1.19  0.087
74 C 1.58 6.18 1.60  -0.508
75 C 2.46 7.43 1.55  -0.040
76 C 1.39 5.75 3.06  -0.022
77 C 2.23 5.05 0.80  -0.038
78 H -5.08 0.27 4.39  0.096
79 H -4.03 -1.16 4.40  0.082
80 H -3.42 0.39 3.80  0.071
81 H -5.62 -0.12 6.76  0.089
82 H -4.35 -0.11 8.00  0.092
83 H -4.49 -1.49 6.91  0.090
84 H -4.76 2.12 6.15  0.092
85 H -3.19 2.34 5.38  0.072
86 H -3.30 2.09 7.14  0.097
87 H -1.57 0.78 4.61  0.087
88 H -0.19 0.57 7.87  0.115
89 H 2.17 0.90 8.44  0.111
90 H 3.86 1.05 6.63  0.108
91 H 3.14 0.89 4.28  0.121
92 H -0.47 2.75 4.40  0.128
93 H -1.92 4.10 2.61  0.130
94 H -2.43 3.62 -2.73  0.125
95 H -2.42 1.49 -4.36  0.128
96 H 3.39 -3.21 2.14  0.124
97 H 2.90 -1.39 4.01  0.112
98 H 3.09 -3.56 -2.04  0.094
99 H 4.53 -5.50 -2.52  0.107
100 H 4.58 -7.41 -0.92  0.111
101 H 3.26 -7.30 1.13  0.110
102 H 0.86 -4.73 1.90  0.117
103 H -0.57 -7.29 3.19  0.097
104 H -0.84 -5.60 2.76  0.051
105 H -1.31 -6.19 4.36  0.094
106 H 1.10 -7.98 4.87  0.093
107 H 0.41 -6.87 6.07  0.092
108 H 2.14 -6.80 5.66  0.089
109 H 0.68 -3.76 4.03  0.038
110 H 1.84 -4.35 5.22  0.102
111 H 0.10 -4.43 5.55  0.098
112 H 0.55 -4.86 -2.09  0.124
113 H -1.31 -3.73 -3.63  0.123
114 H -0.26 -1.78 -5.05  0.091
115 H -0.95 -2.35 -7.34  0.103
116 H -3.34 -2.10 -7.98  0.111
117 H -4.98 -1.34 -6.33  0.103
118 H -4.10 -0.19 -3.00  0.098
119 H -8.47 -0.14 -3.97  0.086
120 H -7.74 1.44 -4.25  0.094
121 H -8.57 1.11 -2.72  0.091
122 H -7.70 -1.53 -2.09  0.095
123 H -7.33 -0.30 -0.87  0.091
124 H -6.06 -1.39 -1.45  0.077
125 H -5.52 2.03 -3.17  0.099
126 H -4.97 1.11 -1.76  0.037
127 H -6.51 1.98 -1.70  0.095
128 H -4.29 3.24 -0.69  0.100
129 H -5.68 5.28 -0.75  0.106
130 H -4.65 7.46 -0.14  0.111
131 H -2.28 7.57 0.47  0.101
132 H -0.09 4.62 0.54  0.103
133 H 1.95 8.27 2.02  0.085
134 H 2.67 7.71 0.51  0.091
135 H 3.40 7.25 2.06  0.089
136 H 0.90 6.55 3.63  0.099
137 H 2.36 5.55 3.52  0.093
138 H 0.79 4.85 3.13  0.058
139 H 2.20 5.26 -0.27  0.055
140 H 1.77 4.08 0.98  0.083
141 H 3.28 4.97 1.09  0.099
142 C -1.58 -2.49 3.53  -0.085
143 O -2.54 -2.18 2.51  -0.281
144 P -1.97 -1.96 1.01  0.797
145 O -1.63 -3.42 0.50  -0.299
146 C -2.56 -4.52 0.58  -0.050
147 O -3.36 -1.65 0.28  -0.283
148 C -3.94 -0.36 0.50  -0.097
149 H -2.05 -3.20 4.22  0.106
150 H -1.29 -1.60 4.08  0.074
151 H -0.69 -2.95 3.11  0.050
152 H -1.96 -5.42 0.48  0.094
153 H -3.28 -4.45 -0.23  0.097
154 H -3.08 -4.52 1.54  0.091
155 H -4.27 0.03 -0.45  0.050
156 H -3.22 0.34 0.94  0.061
157 H -4.79 -0.47 1.17  0.101
158 O 1.68 0.44 -1.19  -0.510
159 As 2.99 0.41 -2.18  1.222
160 C 2.57 -0.08 -4.01  -0.283
161 C 2.41 0.89 -4.99  -0.077
162 C 2.17 0.50 -6.30  -0.061
163 C 2.12 -0.84 -6.63  -0.071
164 C 2.27 -1.81 -5.65  -0.082
165 C 2.49 -1.43 -4.33  -0.115
166 C 4.38 -0.80 -1.61  -0.310
167 C 4.54 -1.02 -0.25  -0.092
168 C 5.53 -1.89 0.19  -0.064
169 C 6.35 -2.53 -0.73  -0.061
170 C 6.20 -2.28 -2.09  -0.068
171 C 5.22 -1.42 -2.53  -0.101
172 C 3.74 2.19 -2.15  -0.290
173 C 2.85 3.26 -2.26  -0.109
174 C 3.33 4.56 -2.20  -0.102
175 C 4.68 4.79 -2.01  -0.065
176 C 5.56 3.72 -1.85  -0.065
177 C 5.09 2.42 -1.92  -0.080
178 H 2.48 1.94 -4.74  0.099
179 H 2.05 1.25 -7.07  0.112
180 H 1.97 -1.15 -7.66  0.112
181 H 2.23 -2.86 -5.90  0.116
182 H 2.61 -2.18 -3.56  0.087
183 H 3.88 -0.53 0.45  0.102
184 H 5.67 -2.07 1.25  0.109
185 H 7.10 -3.23 -0.39  0.113
186 H 6.85 -2.77 -2.80  0.112
187 H 5.10 -1.22 -3.59  0.107
188 H 1.79 3.06 -2.38  0.107
189 H 2.65 5.39 -2.29  0.110
190 H 5.06 5.80 -1.98  0.113
191 H 6.61 3.90 -1.66  0.110
192 H 5.77 1.58 -1.81  0.103

Results
calculated total energy = -190585.433 eV
largest force on an atom = 1.9 eV/A
2S+1 = 2
highest occupied orbital energy (alpha / beta) = -9.303 / -9.341 eV
total charge = +1